{
  "formula": "C29H37FN5O4Pt",
  "method": "ωB97M-V with the def2-TZVPD basis set",
  "homo_ev": [-13.17, -16.60],
  "total_charge": 3,
  "gap_ev": [3.6425, 4.9646],
  "total_energy_ev": -52249.9144,
  "e_above_lowest_kj_mol": 38.3,
  "multiplicity": 5,
  "symbols": ["Pt", "C", "C", "C", "C", "C", "N", "C", "C", "C", "N", "C", "C", "C", "C", "C", "C", "C", "C", "N", "C", "C", "C", "N", "C", "C", "C", "C", "O", "C", "O", "H", "H", "H", "H", "H", "H", "H", "H", "H", "H", "H", "H", "H", "H", "H", "H", "H", "H", "H", "H", "H", "H", "H", "H", "H", "H", "H", "H", "O", "C", "O", "C", "N", "C", "C", "C", "H", "H", "H", "H", "H", "H", "H", "H", "H", "F"],
  "xyz": [[-0.293, -0.392, -0.064], [0.722, -0.488, 6.990], [0.635, -0.184, 5.549], [1.332, 0.911, 5.006], [1.291, 1.261, 3.648], [2.057, 2.408, 3.289], [2.138, 3.205, 2.238], [1.404, 3.289, 1.002], [2.321, 3.739, -0.141], [1.620, 3.514, -1.484], [0.464, 4.371, -1.559], [-0.797, 4.179, -1.888], [-1.576, 3.046, -2.251], [-2.821, 3.320, -2.829], [-3.695, 2.326, -3.300], [-5.010, 2.673, -3.870], [-3.280, 0.992, -3.228], [-2.113, 0.635, -2.557], [-1.733, -0.745, -2.526], [-0.958, -1.334, -1.676], [-0.523, -2.690, -1.932], [0.037, -3.374, -0.686], [-0.870, -3.200, 0.537], [-0.585, -1.931, 1.174], [-0.558, -1.856, 2.466], [-0.062, -0.811, 3.299], [-0.064, -1.025, 4.683], [0.562, 0.371, 2.746], [0.546, 0.621, 1.513], [-1.250, 1.647, -1.976], [-0.263, 1.356, -1.257], [0.927, 0.400, 7.583], [1.565, -1.165, 7.163], [-0.167, -1.000, 7.352], [1.926, 1.513, 5.678], [2.710, 2.728, 4.096], [2.843, 3.931, 2.321], [0.585, 4.013, 1.127], [0.974, 2.319, 0.756], [3.239, 3.149, -0.131], [2.596, 4.791, -0.021], [1.348, 2.466, -1.593], [2.312, 3.786, -2.288], [0.719, 5.341, -1.388], [-1.360, 5.106, -1.924], [-3.127, 4.351, -2.938], [-5.260, 3.720, -3.724], [-5.799, 2.042, -3.454], [-5.018, 2.466, -4.945], [-3.895, 0.221, -3.666], [-2.137, -1.336, -3.349], [0.274, -2.651, -2.686], [-1.352, -3.267, -2.360], [1.032, -2.983, -0.457], [0.145, -4.435, -0.902], [-0.695, -4.016, 1.249], [-1.927, -3.242, 0.238], [-0.899, -2.732, 3.019], [-0.569, -1.892, 5.082], [-2.506, 0.445, 2.605], [-2.383, 1.358, 1.789], [-2.057, 1.310, 0.595], [-2.639, 2.796, 2.417], [-3.568, 2.548, 3.551], [-4.894, 3.060, 3.115], [-4.514, 4.312, 2.339], [-3.322, 3.823, 1.510], [-1.667, 3.132, 2.789], [-3.276, 3.017, 4.410], [-3.507, 1.503, 3.682], [-5.550, 3.243, 3.963], [-5.352, 2.325, 2.451], [-4.214, 5.109, 3.021], [-5.330, 4.683, 1.726], [-2.651, 4.633, 1.233], [-3.664, 3.334, 0.597], [1.758, -0.525, -0.862]]
}